1.
Formula: C51H44BiCl2N5O7S2Te
Source: OMol25
Level of theory: ωB97M-V/def2-TZVPD

Each line ends with the Löwdin charge.
CARTESIAN COORDINATES (ANGSTROEM)
1 Bi 0.681 0.586 0.460  2.061
2 Te -0.795 -4.222 -2.404  1.283
3 Cl 3.446 3.797 3.174  0.757
4 Cl 7.573 2.347 0.088  0.731
5 S 0.248 2.850 -2.096  0.925
6 S 4.973 -5.447 6.162  0.400
7 O -4.888 1.073 3.036  0.103
8 O 5.301 -5.026 7.508  -0.356
9 O 1.954 1.774 1.735  -0.282
10 O -1.408 0.630 1.264  -0.325
11 O 5.484 -4.608 5.097  -0.377
12 O 5.011 -6.869 5.893  -0.358
13 O 0.626 2.994 -0.664  -0.638
14 N 2.995 0.062 -0.196  -0.058
15 N 2.823 -4.065 5.415  0.151
16 N 2.314 -5.955 6.698  0.140
17 N -0.536 -1.526 -1.161  -0.040
18 N 0.968 -0.888 2.183  -0.102
19 C -0.584 1.084 -5.414  -0.077
20 C 0.035 -0.408 -3.640  -0.067
21 C -1.942 3.338 4.907  -0.069
22 C -0.199 4.547 -2.690  -0.335
23 C -0.999 0.077 -2.839  -0.208
24 C -2.476 -0.060 -0.811  -0.116
25 C 1.277 -2.845 4.137  -0.102
26 C -1.730 -3.494 -0.587  -0.433
27 C -2.478 0.498 0.487  -0.299
28 C 0.915 5.531 -2.968  -0.125
29 C 3.219 1.849 1.354  -0.392
30 C 5.159 1.109 -0.018  -0.172
31 C 5.640 0.198 -0.978  0.005
32 C -3.666 -0.222 -1.516  0.002
33 C -0.042 -1.195 3.007  -0.112
34 C -3.592 -3.366 -3.363  -0.156
35 C 5.941 2.115 0.587  -0.609
36 C -3.735 0.882 1.008  -0.063
37 C 3.040 3.188 -2.276  -0.115
38 C -0.888 -2.359 -0.041  -0.360
39 C -4.107 -1.896 -5.186  -0.083
40 C -2.913 2.348 2.937  -0.154
41 C -1.276 -0.544 -1.530  -0.306
42 C 4.796 -0.744 -1.517  -0.021
43 C -4.523 -2.685 -4.126  -0.099
44 C -1.792 1.114 -3.337  -0.086
45 C 0.236 0.083 -4.917  -0.086
46 C -2.113 3.162 2.138  -0.037
47 C -6.152 -0.060 -1.777  -0.036
48 C -4.903 0.682 0.283  0.041
49 C -1.130 4.123 4.106  -0.073
50 C -2.242 -3.279 -3.659  -0.539
51 C -1.584 1.605 -4.611  -0.088
52 C 4.072 2.782 1.946  -0.585
53 C -4.895 0.141 -0.990  -0.247
54 C 0.557 -4.684 5.731  0.008
55 C -2.764 -1.842 -5.511  -0.083
56 C 0.065 -2.160 3.979  0.037
57 C -3.914 1.409 2.388  -0.304
58 C -2.829 2.455 4.324  -0.013
59 C 3.467 -0.772 -1.097  -0.115
60 C 5.407 2.922 1.561  -0.103
61 C 1.024 -5.679 6.581  -0.104
62 C 2.152 -1.497 2.359  -0.094
63 C 1.864 2.501 -2.939  -0.331
64 C 3.142 -5.117 6.116  -0.350
65 C 2.346 -2.463 3.308  0.052
66 C 3.790 1.000 0.367  -0.193
67 C 1.528 -3.885 5.120  -0.224
68 C -1.838 -2.548 -4.766  -0.162
69 C -1.219 4.036 2.725  -0.069
70 H -4.831 -1.338 -5.762  0.105
71 H 0.347 -6.322 7.128  0.110
72 H -1.433 -1.842 0.754  0.101
73 H -2.581 1.534 -2.729  0.120
74 H -0.452 1.450 -6.422  0.110
75 H -0.780 -2.382 4.610  0.120
76 H 0.487 6.498 -3.235  0.085
77 H 6.678 0.246 -1.272  0.099
78 H -0.495 -4.575 5.517  0.100
79 H 6.004 3.683 2.039  0.112
80 H 0.046 -2.759 0.365  0.104
81 H -0.587 4.653 2.105  0.104
82 H 2.948 -1.194 1.699  0.101
83 H 3.305 -2.941 3.453  0.129
84 H -0.427 4.806 4.558  0.104
85 H 1.739 2.728 -3.993  0.091
86 H 2.825 3.327 -1.215  0.066
87 H 1.534 5.661 -2.084  0.080
88 H -6.128 0.537 -2.689  0.084
89 H -6.254 -1.106 -2.063  0.070
90 H 0.656 -1.202 -3.254  0.096
91 H -5.834 0.960 0.756  0.128
92 H 3.249 4.153 -2.726  0.067
93 H -5.574 -2.772 -3.893  0.103
94 H -0.794 -2.527 -5.037  0.086
95 H -3.475 1.832 4.925  0.118
96 H 1.020 -0.317 -5.541  0.114
97 H -1.830 -4.292 0.139  0.054
98 H 1.947 1.419 -2.831  0.058
99 H -2.430 -1.240 -6.344  0.105
100 H 1.535 5.198 -3.797  0.070
101 H -0.859 4.918 -1.905  0.093
102 H -3.927 -3.970 -2.531  0.099
103 H 3.939 2.579 -2.346  0.078
104 H 2.764 -1.502 -1.475  0.117
105 H -2.223 2.391 -4.984  0.111
106 H -1.887 3.416 5.982  0.105
107 H -0.791 4.355 -3.584  0.076
108 H -7.017 0.228 -1.188  0.079
109 H -3.622 -0.667 -2.501  0.115
110 H -0.955 -0.639 2.855  0.105
111 H -2.196 3.115 1.063  0.112
112 H 5.153 -1.463 -2.237  0.114
113 H -2.712 -3.119 -0.857  0.041

For the HOMO-LUMO gap, the calculation gives 0.2014 hartree. As for the charge: 0. Its LUMO energy is -1.6888 eV. As for the energy above the lowest of the compared OMol25 structures with the same formula, charge and spin: 2.337 eV.

***

2.
Formula: C51H45MoN8O2S3
Source: OMol25
Level of theory: ωB97M-V/def2-TZVPD

Each line ends with the Löwdin spin population.
CARTESIAN COORDINATES (ANGSTROEM)
1 Mo -0.900 0.941 0.960  1.819
2 S 1.895 0.683 1.003  -0.006
3 S -0.077 1.009 -1.587  0.000
4 S -0.183 0.776 3.313  -0.021
5 O 1.062 1.812 -2.027  -0.014
6 O 2.146 2.040 1.529  0.007
7 N -0.726 3.403 4.131  -0.007
8 N -4.460 -0.632 -0.935  0.005
9 N -0.941 -1.182 1.241  0.035
10 N -3.139 -1.705 0.649  0.011
11 N -2.644 1.759 2.036  -0.009
12 N -2.630 0.481 -0.068  0.025
13 N -0.722 3.075 0.759  0.007
14 N -1.801 -3.297 1.682  0.012
15 C 0.360 3.765 0.239  0.025
16 C -4.632 1.665 3.366  0.000
17 C -3.756 3.778 2.648  0.000
18 C -2.758 3.087 1.944  -0.001
19 C -3.751 5.215 2.672  -0.002
20 C 5.758 0.654 -3.453  0.000
21 C 1.552 -1.245 -1.476  0.006
22 C -1.671 5.219 1.453  0.002
23 C -3.554 1.070 2.741  0.012
24 C -4.783 3.048 3.243  0.010
25 C 5.622 -0.141 -4.577  0.000
26 C -4.627 2.399 -5.424  0.000
27 C -2.809 -4.356 1.374  0.001
28 C 1.761 -2.677 -1.360  0.000
29 C -3.376 -0.584 -0.145  0.009
30 C -1.387 1.340 -2.791  0.000
31 C 4.127 -3.120 5.229  0.000
32 C 0.415 5.128 0.269  -0.003
33 C -2.753 5.896 2.088  0.001
34 C -0.574 -3.675 2.394  0.001
35 C -0.825 -1.673 -1.917  0.000
36 C 2.949 -2.736 2.952  0.000
37 C 0.659 -3.546 -1.541  0.002
38 C 4.848 0.556 -2.393  0.000
39 C 0.875 -4.945 -1.407  -0.001
40 C 4.183 1.225 -0.173  0.000
41 C 3.251 -4.585 -0.954  -0.001
42 C -1.689 3.818 1.346  0.009
43 C -0.611 -3.040 -1.803  0.000
44 C 2.438 -1.833 2.042  -0.001
45 C -2.635 0.967 -4.768  0.000
46 C 3.316 0.062 3.232  -0.002
47 C 2.580 -0.468 2.170  -0.003
48 C 3.652 -1.172 -3.611  0.000
49 C -0.393 2.345 3.817  0.005
50 C 3.698 -2.226 4.050  -0.002
51 C -1.909 -2.049 1.188  0.015
52 C -3.493 2.056 -4.469  0.000
53 C 0.260 -0.788 -1.687  0.004
54 C -3.256 2.788 -3.333  0.000
55 C -2.202 2.443 -2.499  0.000
56 C 3.782 -0.359 -2.471  0.000
57 C -0.609 5.900 0.865  0.030
58 C -1.580 0.633 -3.940  0.000
59 C 2.784 -0.385 -1.444  0.000
60 C 4.505 -1.044 -4.648  0.000
61 C 3.055 -3.233 -1.063  0.002
62 C 2.149 -5.455 -1.110  0.002
63 C 5.036 1.382 -1.221  0.000
64 C 3.036 0.415 -0.348  -0.001
65 C 3.850 -0.843 4.162  0.000
66 H -0.482 6.977 0.937  0.001
67 H -0.018 -5.551 -1.581  0.000
68 H -4.501 5.727 3.256  0.000
69 H 3.794 -4.117 5.071  0.000
70 H 6.265 -0.126 -5.410  0.000
71 H -3.094 -4.281 0.311  0.000
72 H 1.194 3.186 -0.145  0.001
73 H -3.318 0.025 2.932  0.001
74 H 3.324 1.132 3.404  0.000
75 H -5.151 -1.380 -0.958  0.000
76 H 4.424 -0.460 4.997  0.000
77 H -2.069 3.004 -1.613  0.000
78 H -1.805 -1.287 -2.155  0.000
79 H -5.652 3.565 3.675  0.000
80 H 1.283 5.625 -0.111  -0.001
81 H 2.861 -3.803 2.840  0.000
82 H -5.551 2.617 -4.903  0.000
83 H -0.733 -4.545 3.014  0.000
84 H 0.252 -3.831 1.739  0.000
85 H -3.685 -4.345 2.066  0.001
86 H 4.366 -1.622 -5.569  0.000
87 H 6.581 1.338 -3.387  0.000
88 H 5.914 2.021 -1.199  0.000
89 H -2.633 6.973 2.217  0.000
90 H -4.709 0.180 -1.479  0.000
91 H 3.868 -2.552 -1.013  0.000
92 H -1.433 -3.749 -2.025  0.000
93 H 4.261 -4.919 -0.823  0.000
94 H 4.317 1.746 0.749  0.000
95 H -5.244 1.047 4.049  0.000
96 H 5.188 -3.057 5.378  0.000
97 H -3.794 3.718 -3.130  0.000
98 H -3.853 -2.398 0.640  0.000
99 H -0.918 -0.193 -4.125  0.000
100 H 1.949 -2.204 1.137  0.000
101 H 2.185 -6.542 -1.021  0.000
102 H -2.790 0.418 -5.681  0.000
103 H 2.792 -1.819 -3.721  0.000
104 H -4.341 3.327 -5.987  0.000
105 H -2.281 -5.283 1.481  0.000
106 H -0.042 -1.557 1.599  0.004
107 H 3.579 -2.771 6.101  0.000
108 H -2.872 1.183 -0.714  0.007
109 H -0.348 -2.855 3.090  0.000
110 H -4.824 1.597 -6.079  0.000

Its spin multiplicity is 3. For the HOMO-LUMO gap (alpha / beta), the calculation gives 0.2053 / 0.1954 hartree. As for the charge: +3. Its LUMO energy (alpha / beta) is -8.9328 / -9.2029 eV.

***

3.
Formula: C51H45N5OOsP
Source: OMol25
Level of theory: ωB97M-V/def2-TZVPD

Each line ends with the Löwdin spin population.
CARTESIAN COORDINATES (ANGSTROEM)
1 Os 0.563 0.006 0.011  2.171
2 P -1.745 0.551 0.699  0.032
3 O 1.291 3.471 2.408  0.004
4 N 2.699 -2.868 0.309  0.002
5 N 0.881 -1.921 1.476  0.103
6 N 0.126 2.786 2.147  0.019
7 N -0.273 -0.480 -1.664  0.703
8 N 2.249 -0.945 -1.047  0.014
9 C -3.692 1.268 -1.277  0.000
10 C 4.301 -1.772 -2.743  -0.001
11 C -2.709 2.531 4.296  0.001
12 C 3.980 -2.487 -1.622  0.001
13 C 1.029 -3.979 3.333  0.002
14 C -1.044 -0.498 -3.914  0.140
15 C -0.575 2.681 3.198  0.006
16 C -0.300 -3.380 -1.450  0.018
17 C 3.338 4.776 -2.224  -0.001
18 C -1.224 -3.294 -3.770  -0.009
19 C -3.906 -3.552 0.844  0.001
20 C -4.266 2.187 -2.145  0.000
21 C 2.938 -2.056 -0.780  0.000
22 C 2.573 -0.259 -2.173  0.005
23 C -2.048 2.906 -0.651  0.003
24 C -3.064 -1.693 -0.429  0.003
25 C -3.735 3.462 -2.270  0.000
26 C 1.308 3.139 -1.297  0.037
27 C 2.405 0.001 3.134  0.009
28 C -1.519 -1.225 -4.982  -0.012
29 C 0.099 -2.954 3.493  0.001
30 C 1.888 -3.938 2.262  0.003
31 C -2.563 1.614 -0.543  0.003
32 C -2.631 3.824 -1.510  0.000
33 C 3.590 3.853 -1.223  0.013
34 C 2.584 3.006 -0.748  0.007
35 C -4.056 2.241 4.376  0.000
36 C 1.786 -2.880 1.349  0.011
37 C 1.050 4.062 -2.298  0.001
38 C -2.522 1.342 2.200  0.006
39 C 0.078 -1.958 2.551  0.010
40 C -4.659 1.544 3.344  0.001
41 C -2.879 -1.686 1.958  0.001
42 C 3.572 -0.619 -3.033  0.002
43 C 2.265 0.992 0.824  0.060
44 C -3.896 1.098 2.282  0.000
45 C 3.074 -0.729 4.101  0.000
46 C -2.637 -1.057 0.734  0.006
47 C 4.244 -0.307 1.628  0.008
48 C -0.743 -2.623 -2.667  0.145
49 C -0.665 -1.184 -2.700  0.088
50 C -3.695 -2.928 -0.375  0.000
51 C -0.881 0.988 -3.998  0.022
52 C 2.936 2.052 0.317  0.077
53 C 4.329 -1.263 3.832  0.007
54 C -1.624 -2.614 -4.919  0.176
55 C 4.912 -1.049 2.593  0.001
56 C 2.979 0.225 1.881  0.019
57 C 2.066 4.883 -2.769  0.015
58 C -1.929 2.126 3.206  0.000
59 C -3.497 -2.924 2.012  0.000
60 H -1.264 1.482 -3.105  0.005
61 H 5.894 -1.451 2.378  0.000
62 H 1.424 0.410 3.341  0.002
63 H -4.634 2.576 5.226  0.000
64 H -5.138 1.902 -2.720  0.000
65 H 1.091 -4.788 4.048  0.000
66 H 4.852 -1.834 4.589  0.000
67 H -1.813 -0.705 -5.886  -0.004
68 H -0.785 -4.354 -1.406  0.001
69 H 1.861 3.258 1.646  0.001
70 H 2.641 -4.703 2.124  0.001
71 H -1.204 3.203 -0.040  0.001
72 H -2.013 -3.166 -5.764  0.011
73 H -4.401 -4.513 0.888  0.000
74 H 3.345 -3.638 0.357  0.000
75 H 1.864 5.609 -3.545  0.001
76 H -3.671 -3.392 2.972  0.000
77 H 4.133 5.421 -2.574  0.000
78 H -2.237 3.114 5.077  0.000
79 H -1.394 1.384 -4.874  0.000
80 H 2.618 -0.882 5.071  0.000
81 H 4.516 -3.393 -1.372  0.000
82 H 4.703 -0.136 0.660  0.001
83 H -4.142 0.290 -1.180  0.000
84 H -0.588 -1.112 2.653  0.002
85 H 1.984 0.624 -2.363  0.003
86 H 0.495 2.524 -0.921  0.021
87 H -2.225 4.825 -1.579  0.000
88 H -0.583 -2.930 4.331  0.000
89 H -1.294 -4.375 -3.738  -0.003
90 H 5.102 -2.105 -3.389  0.000
91 H -2.606 -1.200 2.887  0.000
92 H -4.020 -3.396 -1.295  0.000
93 H 0.051 4.146 -2.703  0.000
94 H -0.530 -2.837 -0.533  0.003
95 H -5.721 1.334 3.365  0.000
96 H -0.203 3.110 4.129  0.000
97 H 0.781 -3.548 -1.479  0.007
98 H -4.190 4.175 -2.944  0.000
99 H -4.385 0.531 1.500  0.000
100 H -2.916 -1.229 -1.388  0.000
101 H 0.178 1.247 -4.078  0.007
102 H 4.585 3.776 -0.801  0.000
103 H 3.910 2.264 0.763  0.003
104 H 3.774 -0.015 -3.905  0.000

Its spin multiplicity is 5. For the HOMO-LUMO gap (alpha / beta), the calculation gives 0.2601 / 0.2288 hartree. As for the charge: +1. Its LUMO energy (alpha / beta) is -2.1982 / -4.1047 eV. As for the energy above the lowest of the compared OMol25 structures with the same formula, charge and spin: 0.000 eV.

***

4.
Formula: C51H46NSi
Source: OMol25
Level of theory: ωB97M-V/def2-TZVPD

Each line ends with the Löwdin charge.
CARTESIAN COORDINATES (ANGSTROEM)
1 Si 1.658 0.163 3.247  0.732
2 N -0.486 -1.233 4.645  -0.129
3 C -0.213 -2.250 -2.203  -0.003
4 C -6.448 -2.016 -0.281  -0.010
5 C -7.430 -2.951 0.033  -0.056
6 C 0.891 -1.352 -4.609  -0.047
7 C -4.144 -1.488 -1.032  0.051
8 C -1.575 2.556 0.891  -0.084
9 C -2.307 -0.987 -2.633  -0.068
10 C -5.121 -2.434 -0.563  -0.204
11 C 3.448 -1.157 1.468  -0.068
12 C 3.042 -3.343 0.491  -0.104
13 C -6.334 1.020 3.014  -0.108
14 C -0.963 -1.381 -3.031  -0.167
15 C 3.037 1.298 3.772  -0.243
16 C -4.783 1.453 -4.127  -0.050
17 C -0.901 3.154 1.958  -0.079
18 C -0.591 -2.519 5.313  -0.150
19 C -1.361 1.201 0.619  -0.080
20 C -4.256 0.289 -3.572  -0.011
21 C 1.427 -2.374 2.021  -0.098
22 C 1.738 -1.666 5.439  -0.163
23 C 4.715 2.927 3.090  -0.076
24 C 1.618 -2.217 -3.780  -0.034
25 C 4.627 2.193 5.386  -0.074
26 C -2.121 1.410 -3.293  -0.023
27 C 1.829 -3.425 1.188  -0.088
28 C -3.969 2.581 -4.322  -0.041
29 C -0.405 -0.978 -4.270  -0.002
30 C 3.533 1.371 5.084  -0.075
31 C 0.816 -2.809 5.846  -0.143
32 C -3.043 -1.848 -1.787  -0.025
33 C 0.047 2.432 2.689  -0.088
34 C 0.347 1.112 2.335  -0.259
35 C -1.568 -0.592 4.148  -0.104
36 C 3.841 -2.204 0.628  -0.075
37 C -3.966 -0.444 3.540  -0.236
38 C -5.806 -4.744 -0.156  -0.054
39 C 0.822 -0.622 4.770  -0.304
40 C 3.625 2.102 2.782  -0.109
41 C -2.638 2.552 -3.896  -0.049
42 C 2.235 -1.235 2.166  -0.242
43 C -3.951 0.970 3.457  -0.046
44 C -5.116 1.685 3.202  -0.092
45 C -6.386 -0.384 3.124  -0.110
46 C -4.818 -3.818 -0.481  -0.008
47 C 5.222 2.980 4.394  -0.076
48 C -2.749 -1.187 3.765  -0.056
49 C -0.396 0.483 1.329  -0.083
50 C -2.903 0.240 -3.167  -0.184
51 C 1.040 -2.703 -2.603  -0.045
52 C -5.226 -1.100 3.411  -0.055
53 C -7.115 -4.318 0.105  -0.039
54 H 2.528 -1.990 4.758  0.101
55 H 1.335 -0.968 -5.525  0.115
56 H -5.543 -5.802 -0.090  0.115
57 H -0.231 -0.576 1.104  0.093
58 H -1.433 0.488 4.047  0.108
59 H -2.804 -2.276 3.687  0.098
60 H -1.105 1.412 -2.889  0.130
61 H -1.104 4.192 2.221  0.108
62 H 3.231 2.093 1.759  0.110
63 H -6.679 -0.949 -0.329  0.124
64 H 3.353 -4.168 -0.154  0.103
65 H -0.954 -3.287 4.617  0.109
66 H 5.170 3.531 2.303  0.105
67 H -1.008 -0.381 -4.957  0.126
68 H 4.085 -0.277 1.576  0.096
69 H 4.774 -2.128 0.067  0.106
70 H -5.263 -2.186 3.517  0.105
71 H -2.995 1.486 3.546  0.092
72 H -8.447 -2.617 0.237  0.115
73 H -4.352 -0.423 -0.869  0.141
74 H 0.777 0.301 5.375  0.117
75 H 3.066 0.781 5.874  0.088
76 H -2.704 -2.892 -1.751  0.117
77 H -3.791 -4.143 -0.666  0.112
78 H 0.470 -2.449 2.551  0.104
79 H -7.880 -5.049 0.372  0.117
80 H 1.178 -4.295 1.088  0.103
81 H 6.070 3.627 4.635  0.108
82 H 2.625 -2.530 -4.059  0.119
83 H 1.573 -3.421 -1.977  0.099
84 H 0.558 2.898 3.537  0.114
85 H -1.307 -2.481 6.145  0.128
86 H -5.063 2.775 3.128  0.104
87 H -7.334 -0.909 2.966  0.098
88 H -1.932 0.694 -0.159  0.080
89 H 2.230 -1.191 6.290  0.102
90 H -0.607 -2.527 -1.222  0.116
91 H -2.278 3.130 0.281  0.105
92 H -7.235 1.585 2.778  0.094
93 H -4.376 3.479 -4.795  0.119
94 H -4.872 -0.612 -3.493  0.126
95 H -1.999 3.421 -4.029  0.116
96 H -5.834 1.479 -4.422  0.116
97 H 1.170 -3.776 5.488  0.111
98 H 0.776 -2.842 6.935  0.109
99 H 5.022 2.215 6.404  0.107

For the HOMO-LUMO gap, the calculation gives 0.1246 hartree. As for the charge: +1. Its LUMO energy is -5.1838 eV. As for the energy above the lowest of the compared OMol25 structures with the same formula, charge and spin: 0.145 eV.